(1)
Molecular formula: C3H5F6NO4RuS2
Method: DFT, wB97M-V/def2-TZVPD

Geometry as XYZ:
```
22
Properties=species:S:1:pos:R:3:forces:R:3:lowdin_spin:R:1
Ru 0.219154 -0.030269 -1.153197 1.580 -0.181 -1.180 3.1329
C -0.236059 -0.041009 -4.422114 0.484 -0.234 -1.642 -0.0012
H 0.815337 0.137324 -4.697326 -0.351 -0.190 0.302 0.0014
H -0.578070 -1.030767 -4.770641 0.251 0.324 0.545 0.0005
H -0.848342 0.721101 -4.922608 0.023 -0.011 0.674 -0.0003
H -0.362679 0.035709 -3.310920 -0.187 0.102 0.763 0.0020
H -1.199048 0.071880 -1.649599 -1.575 0.186 0.326 -0.0265
F 0.363862 -4.057683 1.749868 -0.552 2.536 -0.032 0.0037
C 0.568143 -2.786022 2.132188 2.208 -2.092 2.525 0.0044
F 0.354720 -2.678243 3.457029 -0.114 0.348 -2.318 0.0017
F 1.843543 -2.467919 1.846571 -1.864 0.370 -0.141 0.0029
S -0.680475 -1.548446 1.219105 -2.368 -1.038 0.487 0.0306
O -0.695183 -2.091366 -0.159917 0.531 1.433 0.427 0.1332
O -1.911773 -1.357605 1.951946 2.711 -0.006 -1.291 0.0713
N 0.161036 0.072558 0.750801 -0.849 -0.501 0.182 0.3976
S -0.396841 1.688328 1.072545 -1.272 2.592 1.658 0.0342
O -0.333027 2.323036 -0.257507 0.282 -2.070 0.191 0.1321
O -1.592173 1.693371 1.861602 1.327 -0.574 -1.245 0.0653
C 0.910030 2.658695 2.117992 1.761 1.431 2.512 0.0050
F 0.606387 2.417660 3.417651 0.178 -0.035 -2.148 0.0017
F 2.180322 2.292291 1.880730 -1.609 -0.286 -0.288 0.0025
F 0.811145 3.977369 1.885810 -0.596 -2.105 -0.307 0.0048
```
Forces are in eV/Å.

Summary:
2S+1: 5
Charge: +2
Energy above the lowest of the compared OMol25 structures with the same formula, charge and spin: 0.000 eV
Electronic energy: -53400.3915 eV
Expectation value of S²: 6.03

(2)
Molecular formula: C3H5FN2
Method: DFT, wB97M-V/def2-TZVPD

Geometry as XYZ:
```
11
Properties=species:S:1:pos:R:3:forces:R:3:lowdin_charge:R:1
C -0.335181 1.150870 1.185335 -0.274 0.775 0.816 0.0625
C -0.033587 1.075441 -0.111878 -0.712 0.969 -0.062 -0.3177
F -0.447811 2.159920 -0.862561 0.582 -0.515 0.163 -0.0014
C 0.704202 0.100643 -0.978037 0.234 -0.276 0.909 -0.1276
N 0.582519 -1.167307 -1.013743 0.342 0.191 -1.220 -0.0660
N -0.403645 -1.838796 -0.370866 0.065 -0.026 1.153 0.0110
H -0.142344 0.344616 1.891974 0.258 0.098 -0.369 0.0535
H -0.771037 2.093278 1.689215 0.568 -1.649 -1.371 0.1035
H 1.537984 0.479389 -1.588680 -0.620 0.155 0.278 0.1156
H -0.234972 -2.842947 -0.453418 -0.005 0.565 0.120 0.0897
H -0.456128 -1.555108 0.612658 -0.438 -0.286 -0.417 0.0769
```
Forces are in eV/Å.

Summary:
Charge: 0
Energy above the lowest of the compared OMol25 structures with the same formula, charge and spin: 1.694 eV
Electronic energy: -8887.4517 eV

(3)
Molecular formula: C3H5FN2
Method: DFT, wB97M-V/def2-TZVPD

Geometry as XYZ:
```
11
Properties=species:S:1:pos:R:3:forces:R:3:lowdin_charge:R:1
H -1.499732 -1.914014 -0.223550 -0.106 -0.048 0.024 0.0321
N -1.794632 -0.944272 -0.133983 1.351 0.402 -0.223 0.1014
C -0.743553 -0.190898 -0.036768 -1.333 -0.559 0.571 -0.5169
N -0.953912 1.177317 -0.020106 -0.698 -0.579 -0.940 0.0913
C 0.647026 -0.662857 0.124171 -0.206 0.520 0.131 -0.0179
C 1.642900 0.179584 -0.131738 -1.280 -0.320 -0.633 -0.1580
F 2.905346 -0.191047 -0.058210 0.724 0.139 0.159 0.0502
H -1.955365 1.350012 -0.114762 0.536 0.287 0.292 0.1008
H -0.448465 1.699584 0.655830 0.162 0.447 0.475 0.0780
H 0.772210 -1.667934 0.501450 0.263 -0.027 -0.140 0.1151
H 1.428179 1.164522 -0.562336 0.587 -0.262 0.283 0.1241
```
Forces are in eV/Å.

Summary:
Charge: 0
Energy above the lowest of the compared OMol25 structures with the same formula, charge and spin: 0.169 eV
Electronic energy: -8888.9764 eV

(4)
Molecular formula: C3H5FN2
Method: DFT, wB97M-V/def2-TZVPD

Geometry as XYZ:
```
11
Properties=species:S:1:pos:R:3:forces:R:3:lowdin_charge:R:1
C 0.657084 -1.375650 0.410058 0.370 1.779 0.366 0.0150
C -0.050535 -0.195900 0.753877 3.513 -0.978 -0.062 -0.3097
F -0.613797 -0.125481 1.996900 0.089 -0.289 -1.064 0.0302
C 0.008990 1.088716 0.027966 -0.850 -2.551 -1.604 -0.1254
N -0.058216 1.052374 -1.282565 0.421 1.305 0.419 -0.0801
N 0.016300 -0.087374 -1.877084 -0.346 -3.090 -3.374 -0.0786
H 1.554958 -1.540168 -0.413850 -2.858 0.896 2.160 0.1449
H 0.630393 -2.104869 1.213602 -0.065 -0.252 -0.277 0.0509
H 0.110756 2.042252 0.442863 -0.291 1.024 0.982 0.0826
H -0.121821 -0.168238 -3.065759 0.219 0.620 5.047 0.2046
H -0.049934 -0.957648 -1.182820 -0.204 1.535 -2.594 0.0657
```
Forces are in eV/Å.

Summary:
Charge: 0
Energy above the lowest of the compared OMol25 structures with the same formula, charge and spin: 3.301 eV
Electronic energy: -8885.8442 eV

(5)
Molecular formula: C3H5FN2
Method: DFT, wB97M-V/def2-TZVPD

Geometry as XYZ:
```
11
Properties=species:S:1:pos:R:3:forces:R:3:lowdin_charge:R:1
C 0.612410 -0.850150 -0.045410 -1.336 1.187 1.583 0.0048
C -0.696278 -1.046899 0.380424 4.429 -1.178 -4.234 -0.1943
C 1.103225 0.657752 0.014871 -2.083 -2.400 0.322 -0.2519
N -0.057035 1.434361 0.270163 -2.810 -1.859 0.800 0.1024
N -1.485606 -0.004635 0.442574 -0.544 5.736 2.893 0.0028
F -2.435288 0.272317 -0.595457 1.154 -1.044 -0.128 -0.0831
H 1.364055 -1.604727 -0.131259 0.213 -0.626 0.144 0.0772
H -1.093161 -2.015855 0.273319 -0.719 -1.160 0.309 0.1006
H 1.734238 0.701510 0.885980 0.708 0.262 0.036 0.1019
H 1.536434 0.898024 -0.922359 0.925 0.324 -0.769 0.0976
H -0.582996 1.558307 -0.572841 0.064 0.757 -0.957 0.0419
```
Forces are in eV/Å.

Summary:
Charge: 0
Energy above the lowest of the compared OMol25 structures with the same formula, charge and spin: 5.717 eV
Electronic energy: -8883.4288 eV

(6)
Molecular formula: C3H5FN2
Method: DFT, wB97M-V/def2-TZVPD

Geometry as XYZ:
```
11
Properties=species:S:1:pos:R:3:forces:R:3:lowdin_charge:R:1
H 1.859049 -1.753172 -0.304638 -0.205 -0.576 -0.059 0.0302
N 0.888092 -2.050024 -0.166046 0.019 0.822 -0.119 0.0931
C 0.209927 -0.956251 -0.148404 0.882 -0.219 0.462 -0.5008
N -1.138208 -0.937619 0.078289 0.587 -0.532 -0.492 0.1379
C 0.882607 0.381056 -0.301040 -0.922 -0.271 0.257 -0.0204
C 0.293537 1.535538 -0.043067 2.881 1.419 -0.813 -0.1925
F -0.885532 1.751382 0.448101 -2.163 -0.003 0.600 0.0584
H -1.628746 -1.763120 0.352525 0.198 -0.398 0.000 0.1006
H -1.577662 -0.081432 0.255615 -0.600 0.894 0.189 0.0546
H 1.937908 0.487033 -0.564821 -0.480 -0.467 -0.173 0.1122
H 0.813633 2.499683 -0.202229 -0.197 -0.669 0.148 0.1267
```
Forces are in eV/Å.

Summary:
Charge: 0
Energy above the lowest of the compared OMol25 structures with the same formula, charge and spin: 0.286 eV
Electronic energy: -8888.8592 eV